C5H9NO | wB97M-V/def2-TZVPD

Summary:
**Relative energy (zero: lowest compared OMol25 entry of this formula, charge and spin)**: 31.9 kcal/mol
**Molecular weight**: 99.13 u
**HOMO level**: -10.063 eV
**Orbital gap**: 10.958 eV

The geometry in XYZ format:
```
16
Properties=species:S:1:pos:R:3:forces:R:3:lowdin_charge:R:1
O -0.970973 0.839937 -1.523491 -0.2 -0.1 0.0 0.02
N -2.334421 -0.049801 0.246041 0.3 0.2 -0.2 0.18
C 0.714355 0.963600 1.065513 0.0 0.1 0.0 -0.03
C 0.415068 0.398371 -1.429866 0.3 0.0 -0.1 -0.08
C -1.252124 0.240703 -0.317466 -0.4 -0.2 0.3 -0.44
C 0.489346 -1.474218 0.418049 0.0 -0.1 0.0 -0.03
C 0.191256 -0.034287 0.034421 0.1 0.0 0.0 -0.46
H 1.797446 0.859235 1.195141 -0.1 0.0 0.0 0.09
H 0.496253 1.994987 0.766856 0.0 -0.2 0.0 0.09
H 1.557896 -1.617573 0.612936 -0.1 0.0 0.0 0.08
H 0.180377 -2.170225 -0.368880 0.0 0.1 0.1 0.09
H -3.147012 0.220712 -0.305385 0.0 0.1 0.0 0.06
H -0.066415 -1.728237 1.326532 0.1 0.0 -0.1 0.09
H 0.574802 -0.432844 -2.123890 0.1 0.1 0.1 0.12
H 0.229943 0.782681 2.030792 0.1 0.0 -0.1 0.09
H 1.124206 1.206958 -1.627302 -0.2 0.0 0.1 0.12
```
Positions in Å, forces in eV/Å.


C5H9NO | wB97M-V/def2-TZVPD

Summary:
**Relative energy (zero: lowest compared OMol25 entry of this formula, charge and spin)**: 43.9 kcal/mol
**Molecular weight**: 99.13 u
**HOMO level**: -9.424 eV
**Orbital gap**: 10.302 eV
**SMILES**: C=NC[C@H](C)C=O

The geometry in XYZ format:
```
16
Properties=species:S:1:pos:R:3:forces:R:3:lowdin_charge:R:1
O -2.005129 1.788068 0.676632 0.4 -0.1 -0.1 0.06
N 0.130135 -0.941748 1.350918 0.3 -0.3 0.3 -0.03
C -0.624076 0.252121 -0.574528 -0.1 -0.1 0.0 -0.35
C 0.490243 -0.644400 -0.034253 0.0 0.0 -0.1 -0.22
C 0.910272 -1.593212 2.097034 -0.2 0.1 -0.1 -0.05
C -0.918622 1.299352 0.488464 -0.3 0.2 -0.1 -0.26
C -0.319312 0.913091 -1.921187 0.0 0.0 0.0 -0.06
H 1.464638 -0.133210 -0.087684 -0.2 -0.1 0.1 0.12
H 1.878747 -2.004641 1.782385 -0.1 0.1 -0.1 0.08
H 0.577552 -1.564164 -0.627760 0.0 0.1 0.1 0.13
H -0.103237 0.157089 -2.684385 0.0 0.1 0.1 0.08
H 0.543517 1.588259 -1.863677 -0.1 -0.1 0.0 0.08
H -1.537173 -0.345776 -0.669376 0.1 0.1 0.0 0.14
H -0.039558 1.612392 1.095959 -0.1 0.1 -0.1 0.13
H -1.182683 1.495436 -2.258190 0.1 -0.1 0.1 0.08
H 0.605929 -1.759345 3.132050 0.1 -0.1 -0.1 0.07
```
Positions in Å, forces in eV/Å.


C5H9NO | wB97M-V/def2-TZVPD

Summary:
**Relative energy (zero: lowest compared OMol25 entry of this formula, charge and spin)**: 19.2 kcal/mol
**Molecular weight**: 99.13 u
**HOMO level**: -9.809 eV
**Orbital gap**: 10.735 eV
**SMILES**: [H]/N=C1/CCCCO1

The geometry in XYZ format:
```
16
Properties=species:S:1:pos:R:3:forces:R:3:lowdin_charge:R:1
O 0.522724 1.409055 -0.336308 0.1 0.0 0.0 -0.04
N 2.637002 0.609794 0.018505 -0.4 0.1 0.0 0.15
C -0.838498 1.277475 0.077822 -0.2 0.0 0.0 -0.18
C 0.861030 -1.026295 -0.022201 0.0 0.0 0.0 -0.12
C 1.392898 0.392725 -0.066991 0.3 -0.1 0.0 -0.45
C -0.620870 -1.172749 0.333663 0.0 0.0 0.0 -0.20
C -1.431182 -0.060020 -0.323122 0.0 0.0 0.0 -0.18
H -0.891848 1.407630 1.168791 0.0 0.0 -0.1 0.13
H 1.032038 -1.441158 -1.023571 0.0 0.1 0.1 0.13
H -0.977409 -2.157780 0.013281 0.1 0.1 0.1 0.11
H -1.358642 2.117194 -0.388795 0.1 -0.1 0.0 0.12
H -0.757019 -1.120447 1.421767 0.0 0.0 -0.1 0.11
H 1.498969 -1.593109 0.659518 -0.1 0.1 -0.1 0.12
H 2.814631 1.609127 -0.099603 0.0 -0.1 0.0 0.06
H -1.401048 -0.154222 -1.416204 0.0 0.0 0.1 0.12
H -2.482781 -0.097227 -0.016559 0.1 0.0 0.0 0.12
```
Positions in Å, forces in eV/Å.


C5H9NO | wB97M-V/def2-TZVPD

Summary:
**Relative energy (zero: lowest compared OMol25 entry of this formula, charge and spin)**: 22.7 kcal/mol
**Molecular weight**: 99.13 u
**HOMO level**: -10.889 eV
**Orbital gap**: 11.604 eV
**SMILES**: CC[C@@H](O)CC#N

The geometry in XYZ format:
```
16
Properties=species:S:1:pos:R:3:forces:R:3:lowdin_charge:R:1
O -0.339107 -1.498742 -0.899433 0.2 -0.1 -0.1 -0.04
N -2.440933 2.491330 0.654455 0.2 -0.6 -0.1 0.14
C 0.705308 0.212928 0.521818 0.0 -0.1 0.0 -0.20
C -0.380112 -0.138172 -0.504067 0.0 0.2 0.1 -0.41
C 2.093485 -0.276061 0.101590 0.0 0.1 0.0 -0.10
C -1.795562 0.022888 0.066006 -0.1 0.0 0.0 -0.13
C -2.146124 1.405223 0.402505 -0.1 0.5 0.1 -0.22
H 0.457253 -1.648241 -1.423813 -0.2 0.0 0.1 0.09
H -1.902229 -0.600145 0.962038 0.1 0.1 -0.1 0.13
H 2.827919 -0.122853 0.896565 -0.1 0.0 0.0 0.07
H -2.512822 -0.347654 -0.671701 0.1 0.1 0.1 0.13
H 0.450135 -0.254521 1.481888 -0.1 0.1 -0.1 0.12
H 2.470402 0.256564 -0.778035 -0.1 -0.1 0.0 0.08
H 0.692797 1.302728 0.675618 0.1 -0.3 0.0 0.12
H -0.276445 0.512211 -1.388764 0.0 -0.1 0.2 0.15
H 2.077491 -1.353570 -0.110313 0.1 0.3 0.1 0.07
```
Positions in Å, forces in eV/Å.


Copy entry 2 word for word.
C5H9NO | wB97M-V/def2-TZVPD

Summary:
**Relative energy (zero: lowest compared OMol25 entry of this formula, charge and spin)**: 43.9 kcal/mol
**Molecular weight**: 99.13 u
**HOMO level**: -9.424 eV
**Orbital gap**: 10.302 eV
**SMILES**: C=NC[C@H](C)C=O

The geometry in XYZ format:
```
16
Properties=species:S:1:pos:R:3:forces:R:3:lowdin_charge:R:1
O -2.005129 1.788068 0.676632 0.4 -0.1 -0.1 0.06
N 0.130135 -0.941748 1.350918 0.3 -0.3 0.3 -0.03
C -0.624076 0.252121 -0.574528 -0.1 -0.1 0.0 -0.35
C 0.490243 -0.644400 -0.034253 0.0 0.0 -0.1 -0.22
C 0.910272 -1.593212 2.097034 -0.2 0.1 -0.1 -0.05
C -0.918622 1.299352 0.488464 -0.3 0.2 -0.1 -0.26
C -0.319312 0.913091 -1.921187 0.0 0.0 0.0 -0.06
H 1.464638 -0.133210 -0.087684 -0.2 -0.1 0.1 0.12
H 1.878747 -2.004641 1.782385 -0.1 0.1 -0.1 0.08
H 0.577552 -1.564164 -0.627760 0.0 0.1 0.1 0.13
H -0.103237 0.157089 -2.684385 0.0 0.1 0.1 0.08
H 0.543517 1.588259 -1.863677 -0.1 -0.1 0.0 0.08
H -1.537173 -0.345776 -0.669376 0.1 0.1 0.0 0.14
H -0.039558 1.612392 1.095959 -0.1 0.1 -0.1 0.13
H -1.182683 1.495436 -2.258190 0.1 -0.1 0.1 0.08
H 0.605929 -1.759345 3.132050 0.1 -0.1 -0.1 0.07
```
Positions in Å, forces in eV/Å.